# CH4N2O2S

A 2-piece molecular cluster, CH4N2O2S overall (wB97M-V/def2-TZVPD, the OMol25 dataset).

```
10
Properties=species:S:1:pos:R:3:forces:R:3
C -1.741767 -0.150916 -0.146999 2.0 0.3 0.9
N -0.711639 0.392661 0.621600 -0.1 0.0 -0.1
N -1.934863 -0.114876 -1.373319 -2.4 -1.6 0.2
O 2.999179 -1.619374 0.625551 0.0 2.2 -0.8
O 3.092835 0.622468 -0.623278 0.1 -0.9 0.1
S 2.818537 -0.172211 0.540446 -0.1 -1.4 0.7
H -2.305778 -0.828262 0.417604 -1.2 -0.7 1.0
H -0.745154 0.378159 1.631912 -0.3 -0.1 -0.3
H -0.131525 1.111611 0.239246 0.1 0.3 -0.2
H -1.339821 0.380738 -1.932759 2.1 1.9 -1.5
```
Forces are in eV/Å.

Computed properties:
Electronic energy ... -698.651990 Ha
Net charge ... 0
Energy above the lowest of the compared OMol25 structures with the same formula, charge and spin ... 61.26 kJ/mol
HOMO-LUMO gap ... 8.443 eV
Molar mass ... 108.122 Da
LUMO energy ... -1.283 eV

=====

# CH4N2O2S

A 2-piece molecular cluster, CH4N2O2S overall (wB97M-V/def2-TZVPD, the OMol25 dataset).

```
10
Properties=species:S:1:pos:R:3:forces:R:3
C -0.281221 0.595018 -0.052692 -3.9 -0.7 1.9
N -4.388813 0.561974 -0.484245 -0.9 1.1 0.5
N -4.929381 1.355813 0.048106 0.7 -0.9 -0.6
O -2.345108 -0.929755 0.362877 1.8 -0.5 0.2
O -0.212969 -2.067155 -0.488686 -0.2 0.0 0.2
S -0.647506 -1.116962 0.539533 -0.3 1.1 -0.9
H 0.331904 1.065421 0.599527 2.7 0.8 2.4
H 0.044463 0.904072 -0.987734 0.0 -0.4 -2.2
H -1.232157 1.090415 0.308853 0.6 -0.3 -1.2
H -2.525563 -1.737453 -0.133135 -0.5 -0.2 -0.2
```
Forces are in eV/Å.

Computed properties:
Electronic energy ... -698.660683 Ha
Net charge ... 0
Energy above the lowest of the compared OMol25 structures with the same formula, charge and spin ... 38.44 kJ/mol
HOMO-LUMO gap ... 10.619 eV
Molar mass ... 108.122 Da
LUMO energy ... 0.883 eV

=====

# CH4N2O2S

One molecule with the formula CH4N2O2S (wB97M-V/def2-TZVPD, the OMol25 dataset).

```
10
Properties=species:S:1:pos:R:3:forces:R:3
C 0.018558 0.125441 0.734069 0.0 0.7 0.4
N -0.951414 0.171687 -0.143076 2.9 -2.2 -1.4
N 1.123391 -0.549673 0.297184 0.4 -0.5 -1.0
O 3.624804 -0.759487 0.449917 0.1 -0.2 -0.3
O 2.497728 1.117595 -1.097553 -1.1 -1.3 3.1
S 2.560714 0.202900 0.599856 -0.1 1.9 -1.4
H 3.379772 0.903487 -1.338717 1.5 -0.1 -0.8
H -1.801118 0.521191 0.064001 -3.1 1.5 1.1
H -0.879151 -0.241182 -1.073077 0.0 0.0 0.1
H 1.241384 -1.022257 -0.620639 -0.7 0.2 0.2
```
Forces are in eV/Å.

Computed properties:
Electronic energy ... -698.586416 Ha
Net charge ... 0
Energy above the lowest of the compared OMol25 structures with the same formula, charge and spin ... 233.43 kJ/mol
HOMO-LUMO gap ... 9.741 eV
Molar mass ... 108.122 Da
LUMO energy ... 0.518 eV

=====

# CH4N2O2S

A 2-piece molecular cluster, CH4N2O2S overall (wB97M-V/def2-TZVPD, the OMol25 dataset).

```
10
Properties=species:S:1:pos:R:3:forces:R:3
C -0.640613 1.282908 -0.291333 4.0 -2.2 0.7
N -0.139179 1.716703 -1.312856 -0.2 -0.2 0.9
N 0.748666 0.370184 0.890631 -3.0 1.3 -1.8
O -1.058908 -1.233700 1.822907 0.6 0.5 -1.5
O 0.326507 -1.965115 -0.213764 -1.3 0.2 -0.6
S 0.304762 -1.202206 1.275470 1.8 -0.2 1.0
H -1.481452 0.913760 0.212974 -1.4 0.1 0.5
H -0.741291 2.065107 -2.040444 -0.4 0.4 -0.2
H 1.158324 -2.325840 -0.561299 0.0 0.3 0.8
H 1.523183 0.378198 0.217714 -0.2 -0.3 0.3
```
Forces are in eV/Å.

Computed properties:
Electronic energy ... -698.555659 Ha
Net charge ... 0
Energy above the lowest of the compared OMol25 structures with the same formula, charge and spin ... 314.18 kJ/mol
HOMO-LUMO gap ... 9.213 eV
Molar mass ... 108.122 Da
LUMO energy ... 0.366 eV

=====

# CH4N2O3P

CH4N2O3P as an isolated structure (wB97M-V/def2-TZVPD, the OMol25 dataset).

```
11
Properties=species:S:1:pos:R:3:forces:R:3
C -0.970117 1.390787 -0.847683 -0.8 0.0 -0.4
N -1.275904 1.933916 0.230560 0.9 -0.5 0.9
N 0.861992 -1.453961 1.729047 1.1 -3.9 3.0
O 1.494828 -0.014108 -1.635975 1.1 1.4 -2.0
O -1.182956 1.336445 -2.060650 -0.8 0.9 -2.1
O -0.518014 -1.387612 -0.978329 -3.0 -2.1 -0.8
P 0.195458 -0.128350 -0.966908 3.4 -0.5 3.7
H -1.876754 2.702210 0.059808 -0.9 1.1 -0.1
H 0.343954 -1.052474 1.032374 -1.2 1.0 -2.2
H 1.660265 -0.944821 1.945776 1.3 1.6 0.3
H 1.267248 -2.382033 1.491980 -1.0 0.9 -0.3
```
Forces are in eV/Å.

Computed properties:
Electronic energy ... -717.051315 Ha
Net charge ... -1
Energy above the lowest of the compared OMol25 structures with the same formula, charge and spin ... 151.06 kJ/mol
HOMO-LUMO gap (spin up / spin down) ... 5.553 / 7.154 eV
Molar mass ... 123.028 Da
LUMO energy (spin up / spin down) ... 4.151 / 1.322 eV
Spin multiplicity ... 3

=====

# CH4N2O3S

A 2-piece molecular cluster, CH4N2O3S overall (wB97M-V/def2-TZVPD, the OMol25 dataset).

```
11
Properties=species:S:1:pos:R:3:forces:R:3
C -0.040293 -0.651657 -0.290353 -0.3 0.3 -0.9
N -0.061706 0.643333 -0.581966 0.1 0.3 0.1
N 0.300911 -1.215018 0.786706 1.2 2.7 4.0
O 1.040070 -3.463370 0.043703 -0.1 -0.2 0.2
O -1.330513 -3.047549 0.441661 0.0 -0.2 0.1
O 0.202254 -3.235732 2.352288 0.1 0.0 0.0
S 0.013396 -3.037964 0.953239 0.0 -0.2 -0.1
H -0.361686 -1.344918 -1.071250 0.0 0.1 0.0
H -0.327416 0.965634 -1.495251 0.0 -0.1 0.0
H 0.242638 1.315582 0.103806 0.0 0.0 -0.1
H 0.707130 -0.116466 2.178182 -1.0 -2.7 -3.4
```
Forces are in eV/Å.

Computed properties:
Electronic energy ... -773.780811 Ha
Net charge ... 0
Energy above the lowest of the compared OMol25 structures with the same formula, charge and spin ... 380.79 kJ/mol
HOMO-LUMO gap (spin up / spin down) ... 7.439 / 7.443 eV
Molar mass ... 124.121 Da
LUMO energy (spin up / spin down) ... -2.561 / -2.557 eV

=====

# CH4N2O5S

One molecule with the formula CH4N2O5S (wB97M-V/def2-TZVPD, the OMol25 dataset).

```
13
Properties=species:S:1:pos:R:3:forces:R:3
C -1.179581 -0.756820 -1.201784 -0.5 -3.0 -1.2
N -1.030660 0.451069 0.715662 1.0 0.1 2.1
N 1.795118 1.239754 0.007804 -1.1 0.1 1.6
O 2.382886 0.758434 -0.888580 0.6 -0.2 -1.2
O 1.842285 2.300745 0.553927 0.2 0.2 -0.7
O 0.964186 0.494845 2.382303 -0.3 0.3 -0.3
O 0.946694 -1.332217 0.744618 0.3 1.1 -0.6
O -1.392931 0.503897 -0.612527 0.8 -0.6 0.7
S 0.697744 0.054622 1.052642 -1.6 -1.7 1.2
H -1.941830 -0.816212 -2.039340 1.0 -0.1 0.9
H -1.418774 -1.574965 -0.381110 0.4 1.4 -1.9
H -0.119084 -1.012383 -1.655470 -1.9 1.0 1.1
H -1.546054 -0.310769 1.321855 1.0 1.4 -1.8
```
Forces are in eV/Å.

Computed properties:
Electronic energy ... -924.151419 Ha
Net charge ... 0
Energy above the lowest of the compared OMol25 structures with the same formula, charge and spin ... 347.91 kJ/mol
HOMO-LUMO gap ... 10.234 eV
Molar mass ... 156.119 Da
SMILES ... CONS(=O)(=O)[N+](=O)[O-]
LUMO energy ... -0.668 eV

=====

# CH4N2OS

A 2-piece molecular cluster, CH4N2OS overall (wB97M-V/def2-TZVPD, the OMol25 dataset).

```
9
Properties=species:S:1:pos:R:3:forces:R:3
C -1.274289 -1.984166 0.065026 2.7 -0.7 -0.7
N -0.141869 -2.165357 -0.153995 -4.5 0.9 1.0
N -0.016093 1.398810 -0.164754 -1.5 1.0 -0.8
O 1.177421 1.868993 0.448689 2.1 -0.8 1.0
S 1.357088 -2.316052 -0.361680 3.3 -0.5 -0.6
H 1.835872 1.123186 0.795996 -2.9 1.6 -1.5
H -2.189214 -1.614656 0.356798 -1.4 0.4 0.4
H 0.062249 1.633111 -1.219499 0.0 -0.3 2.3
H -0.811165 2.056130 0.233419 2.3 -1.6 -1.1
```
Forces are in eV/Å.

Computed properties:
Electronic energy ... -623.280499 Ha
Net charge ... 0
Energy above the lowest of the compared OMol25 structures with the same formula, charge and spin ... 469.17 kJ/mol
HOMO-LUMO gap ... 9.352 eV
Molar mass ... 92.123 Da
SMILES ... C#[N+][S-].NO
LUMO energy ... 0.724 eV

=====

# CH4N2OS

One molecule with the formula CH4N2OS (wB97M-V/def2-TZVPD, the OMol25 dataset).

```
9
Properties=species:S:1:pos:R:3:forces:R:3
C -0.091722 -0.838004 -0.820332 -0.2 1.7 -0.3
N -0.457215 0.740334 1.697861 -0.3 0.3 1.3
N 0.838887 0.204113 -0.354059 0.9 -0.4 -0.4
O -1.012644 1.289136 2.599315 0.7 -0.1 -1.7
S 0.107762 1.594518 0.169671 0.1 -0.4 0.6
H 0.198642 -1.787832 -1.185523 1.4 -0.7 -0.1
H -0.767375 -0.985105 -0.027464 -0.8 -0.6 1.0
H -0.679236 -0.401488 -1.601949 -0.5 0.2 -0.8
H 1.862901 0.184328 -0.477521 -1.3 -0.1 0.2
```
Forces are in eV/Å.

Computed properties:
Electronic energy ... -623.321922 Ha
Net charge ... 0
Energy above the lowest of the compared OMol25 structures with the same formula, charge and spin ... 360.42 kJ/mol
HOMO-LUMO gap ... 8.454 eV
Molar mass ... 92.123 Da
SMILES ... CNSN=O
LUMO energy ... -0.030 eV

=====

# CH4N2OS

One molecule with the formula CH4N2OS (wB97M-V/def2-TZVPD, the OMol25 dataset).

```
9
Properties=species:S:1:pos:R:3:forces:R:3
C -0.214834 0.557084 -0.212442 0.4 0.5 -0.1
H 1.414530 -1.408403 0.566775 0.0 -0.2 0.2
H 1.604226 1.466156 0.424257 -0.9 -0.8 -0.8
H -0.869601 1.457693 -0.248747 0.7 -0.5 0.1
H -2.432121 -1.007638 0.494985 0.1 0.1 -0.6
N 1.209671 0.763350 -0.235851 -1.0 -0.5 0.5
N -0.741615 -0.609839 -0.217480 1.2 0.6 0.3
O -2.140764 -0.534543 -0.307941 -0.4 0.1 0.5
S 2.170507 -0.683863 -0.263553 -0.1 0.6 -0.2
```
Forces are in eV/Å.

Computed properties:
Electronic energy ... -623.351074 Ha
Net charge ... 0
Energy above the lowest of the compared OMol25 structures with the same formula, charge and spin ... 283.88 kJ/mol
HOMO-LUMO gap ... 9.890 eV
Molar mass ... 92.123 Da
SMILES ... O/N=C/NS
LUMO energy ... 0.771 eV

=====

Q: Which of these has the lowest energy above the lowest of the compared OMol25 structures with the same formula, charge and spin?
A: number 2

=====

Q: What is the energy above the lowest of the compared OMol25 structures with the same formula, charge and spin in the fifth record?
A: 151.06 kJ/mol